# C27H32CrN3OS3SbSiTe

C27H32CrN3OS3SbSiTe as an isolated structure at a distorted geometry (the ωB97M-V functional and the def2-TZVPD basis, the Open Molecules 2025 dataset).

XYZ file:
```
70
Properties=species:S:1:pos:R:3:forces:R:3:mulliken_spin:R:1
Cr 0.334976 0.068022 0.421996 1.6 0.4 -1.2 1.11
S 3.413924 -3.422752 -0.404391 0.0 -0.1 0.0 -0.01
Sb 2.374666 -1.801323 -1.646554 -0.3 -0.1 0.3 -0.01
S 2.563805 0.204393 -0.263608 -0.2 0.5 0.4 -0.01
S -0.059063 -1.845900 -0.926497 0.6 0.2 0.0 -0.04
C 1.881928 -3.097274 2.865138 -0.2 0.0 0.1 0.00
C 0.721804 -3.600904 3.415635 0.1 -0.1 0.0 0.00
C -0.469233 -2.931211 3.189790 -0.3 0.0 0.1 0.00
C -0.476800 -1.783620 2.421581 0.3 -0.3 -0.1 -0.02
N 0.652857 -1.317504 1.851009 -0.2 -0.1 0.5 -0.03
C 1.800186 -1.956378 2.086740 0.2 0.2 -0.1 0.00
C -1.686897 -0.997542 2.150182 -0.3 0.1 0.0 0.00
C -2.873880 -1.138215 2.860049 0.0 -0.2 0.2 0.00
C -3.939814 -0.304709 2.590144 0.0 0.0 0.0 0.00
C -3.804030 0.658402 1.603652 0.0 -0.1 0.1 0.00
C -2.598536 0.737859 0.942011 0.1 0.2 -0.4 0.00
N -1.566384 -0.063893 1.202409 -0.1 -0.1 0.5 0.00
H 2.839199 -3.580442 2.989114 0.0 0.0 0.0 0.00
H 0.733836 -4.507044 4.007364 0.0 0.0 0.0 0.00
H -1.399048 -3.311830 3.589025 0.0 0.0 0.0 0.00
H 2.682291 -1.542539 1.620439 0.0 0.0 -0.1 0.00
H -2.942010 -1.885457 3.638010 0.0 0.0 0.0 0.00
H -4.857461 -0.382633 3.158445 0.0 -0.1 0.0 0.00
H -4.611333 1.330822 1.353086 0.0 0.0 0.0 0.00
H -2.437477 1.481726 0.171735 0.0 0.0 0.0 0.00
C -1.072493 2.788059 3.804405 0.1 0.1 0.0 0.00
Si 0.548699 2.282550 2.968669 0.1 0.0 0.1 0.01
C 1.167675 0.817170 3.963015 -0.1 -0.1 -0.1 0.00
C 1.893720 3.576737 3.250647 -0.1 0.1 0.0 0.00
N 0.303380 1.959580 1.287968 -0.3 -0.4 -0.2 0.00
C -0.092262 2.973406 0.449628 0.1 0.1 0.1 -0.01
C -0.304919 4.318568 0.815302 0.0 -0.1 0.0 0.00
C -0.673857 5.291495 -0.102758 0.0 0.0 0.0 0.00
C -0.849208 4.977657 -1.438623 0.0 0.0 0.0 0.00
C -0.677284 3.654754 -1.838909 0.0 0.0 -0.1 0.00
C -0.333665 2.695755 -0.910686 0.0 0.0 0.0 0.00
O -0.241914 1.334389 -1.230721 -0.1 0.2 0.0 0.01
C -0.215622 1.022354 -2.593379 0.0 -0.1 0.0 0.00
C 0.975895 1.083776 -3.286924 0.1 0.1 0.0 0.00
C 0.983745 0.753755 -4.634888 -0.1 0.0 0.0 0.00
C -0.193204 0.391230 -5.275342 0.0 0.0 0.0 0.00
C -1.385834 0.360888 -4.565319 0.0 0.0 0.0 0.00
C -1.398315 0.679900 -3.216389 -0.1 0.1 0.0 0.00
H -0.969954 2.774312 4.894143 0.0 0.0 0.0 0.00
H -1.864156 2.082225 3.533363 0.0 0.0 0.0 0.00
H -1.406434 3.786042 3.512990 0.0 0.0 0.0 0.00
H 1.532211 1.195811 4.922393 0.0 0.0 0.0 0.00
H 1.990649 0.301387 3.468254 0.0 0.0 0.0 0.00
H 0.380524 0.087775 4.168311 0.1 0.0 0.0 0.00
H 2.104947 3.674552 4.320057 0.0 0.0 0.0 0.00
H 1.657702 4.568581 2.864389 0.1 0.0 0.0 0.00
H 2.808742 3.238959 2.755978 0.0 0.0 0.0 0.00
H -0.173586 4.606065 1.847777 0.0 0.0 0.0 0.00
H -0.818606 6.310969 0.236220 0.0 0.0 0.0 0.00
H -1.118531 5.734141 -2.163250 0.0 0.0 0.0 0.00
H -0.811574 3.379062 -2.875748 0.0 0.0 0.0 0.00
H 1.875237 1.377983 -2.763099 0.0 -0.1 0.0 0.00
H 1.916619 0.784132 -5.182805 0.0 0.0 0.0 0.00
H -0.183321 0.129831 -6.326086 0.0 0.0 0.0 0.00
H -2.312501 0.095269 -5.058073 0.0 -0.1 0.0 0.00
H -2.317686 0.671904 -2.645820 0.0 0.0 0.0 0.00
C -4.993501 -2.074530 -0.954056 0.1 -0.2 -0.2 0.00
Te -2.839334 -2.092198 -1.440672 -1.3 -0.1 0.1 0.00
C -2.633207 -3.918874 -0.348275 0.1 0.1 0.1 0.00
H -5.511671 -2.938309 -1.374506 0.0 0.1 0.0 0.00
H -5.427222 -1.161347 -1.365600 0.0 0.0 0.0 0.00
H -5.124408 -2.069649 0.129354 0.1 0.0 0.0 0.00
H -3.509412 -4.540348 -0.524996 0.0 0.0 0.0 0.00
H -2.528126 -3.699309 0.713416 0.0 0.0 0.0 0.00
H -1.731611 -4.413352 -0.697398 0.0 0.0 0.0 0.00
```
Forces are in eV/Å.

As for the multiplicity: 2. Its total charge is -1. The LUMO energy (alpha / beta) is 1.91 / 1.90 eV. For the total energy, the calculation gives -4324.5445 Ha.